Model one:
9
Properties=species:S:1:pos:R:3:nbo_charge:R:1 method="wB97M-V/def2-TZVPD" homo_lumo_gap_ev=9.023 smiles="C/N=P/N" charge=0 lumo_energy_ev=0.291
C -0.8716 1.4233 0.2887 -0.436
N 0.1540 0.3312 0.3136 -0.871
P -0.3970 -1.1593 -0.1672 1.134
N 1.0681 -1.8938 -0.3912 -1.191
H -0.6584 2.2469 -0.3069 0.198
H -0.7781 1.8010 1.3601 0.189
H -1.8596 1.1797 0.1396 0.172
H 1.9422 -1.4823 -0.1144 0.404
H 1.4004 -2.4465 -1.1222 0.401

---

Model two:
9
Properties=species:S:1:pos:R:3:nbo_charge:R:1 method="wB97M-V/def2-TZVPD" homo_lumo_gap_ev=8.840 smiles="[H]/N=P/NC" charge=0 lumo_energy_ev=0.144
H -3.4351 0.5066 0.0969 0.391
N -2.4335 0.6067 0.0594 -1.179
P -1.5145 -0.6145 -0.0895 1.180
N 0.2484 0.2893 -0.2534 -0.914
C 1.4884 -0.3747 0.0101 -0.415
H 0.1789 1.2686 -0.0324 0.383
H 1.3060 -1.4212 0.2543 0.189
H 2.1250 -0.3423 -0.8840 0.180
H 2.0365 0.0814 0.8388 0.185

---

Relative energy table, unit hartree: model one 0.0022; model two 0.0000

---

Model one:
13
Properties=species:S:1:pos:R:3:nbo_charge:R:1 method="wB97M-V/def2-TZVPD" homo_lumo_gap_ev=9.127 smiles=SS.O.O.O charge=0 lumo_energy_ev=0.293
S -1.5871 1.9280 0.6662 -0.132
S -0.3502 2.8608 -0.5539 -0.129
H -2.6780 1.6147 -0.0576 0.132
H 0.0003 1.9357 -1.4531 0.131
O -1.5617 -1.0727 -0.9362 -0.957
H -0.8809 -0.8138 -0.2983 0.487
H -2.0145 -1.7865 -0.4747 0.461
O 2.3762 0.1477 -0.3015 -0.938
H 2.7443 -0.5051 0.3016 0.467
H 2.2465 0.8992 0.2879 0.470
O 0.5581 -1.3042 0.9850 -0.933
H 0.6295 -1.8795 0.2066 0.473
H 0.5176 -2.0242 1.6279 0.468

---

Model two:
13
Properties=species:S:1:pos:R:3:nbo_charge:R:1 method="wB97M-V/def2-TZVPD" homo_lumo_gap_ev=9.557 smiles=SS.O.O.O charge=0 lumo_energy_ev=0.136
S 1.6581 -0.2044 0.8414 -0.148
S 0.6689 -1.8165 0.1710 -0.121
H 1.5198 0.7515 -0.0961 0.143
H -0.6270 -1.5413 0.4071 0.116
O 0.3533 1.9629 -1.7708 -0.958
H -0.4899 2.1482 -1.3466 0.491
H 0.9968 2.6158 -1.4897 0.472
O -2.7554 -0.5491 -0.7185 -0.956
H -2.4501 -0.8599 -1.5725 0.487
H -3.0533 -1.3047 -0.2081 0.483
O -1.8199 1.8494 0.6834 -0.970
H -1.8394 1.0078 0.1724 0.492
H -1.0525 1.8085 1.2610 0.470

---

Relative energy table, unit hartree: model one 0.0154; model two 0.0000

---

Model one:
11
Properties=species:S:1:pos:R:3:nbo_charge:R:1 method="wB97M-V/def2-TZVPD" homo_lumo_gap_ev=10.060 charge=0 lumo_energy_ev=-0.134
C -0.0879 -0.2485 0.2020 -0.379
C 0.3533 -0.3047 -1.2896 -0.494
C -0.0066 1.2947 0.3483 0.446
C 0.9286 -0.8688 1.1371 0.263
H -2.1388 0.2670 0.9897 0.157
H 1.2551 -0.8525 -1.5170 0.242
H -0.5046 -0.6093 -1.8954 0.242
N 1.8077 -1.3447 1.7446 -0.277
O -0.4258 2.0366 1.1989 -0.504
S -1.7693 -0.8840 0.4065 0.053
S 0.5883 1.5142 -1.3250 0.251

---

Model two:
11
Properties=species:S:1:pos:R:3:nbo_charge:R:1 method="wB97M-V/def2-TZVPD" homo_lumo_gap_ev=7.547 charge=0 lumo_energy_ev=-1.682
C -1.6997 0.6715 -0.2002 -0.016
C 0.6687 0.8871 -0.1350 0.610
C 1.9554 0.0453 -0.1562 -0.118
C 2.8216 -0.9678 -0.0235 -0.088
H -1.9437 -1.3912 0.1171 0.138
H -1.8030 1.8316 -0.0046 0.283
H 3.6749 -1.5144 0.1508 0.235
N -0.4573 0.0675 -0.2866 -0.583
O 0.5243 2.1315 0.3550 -0.529
S -0.4968 -1.6136 0.1601 0.103
S -3.2444 -0.1474 0.0231 -0.035

---

Relative energy table, unit hartree: model one 0.0000; model two 0.1683

---

Model one:
12
Properties=species:S:1:pos:R:3:nbo_charge:R:1 method="wB97M-V/def2-TZVPD" homo_lumo_gap_ev="7.884 / 7.884" charge=0 lumo_energy_ev="-0.224 / -0.224"
C -1.1126 -0.7498 0.9436 -0.097
O -0.6270 -1.1446 2.1494 -0.689
H 0.0007 -0.4905 2.4853 0.479
H -1.8160 -1.4700 0.5418 0.179
H -1.5381 0.2498 0.9742 0.183
H -0.0864 -1.1086 -0.1330 0.149
O -0.2316 0.8417 -1.0111 -0.307
O 0.2618 2.1583 -0.6142 -0.431
C 0.7019 -0.1960 -0.9820 0.102
C 1.8310 -0.4712 -1.4004 -0.275
H -0.2186 2.7106 -1.2483 0.469
H 2.8347 -0.3297 -1.7054 0.238

---

Model two:
12
Properties=species:S:1:pos:R:3:nbo_charge:R:1 method="wB97M-V/def2-TZVPD" homo_lumo_gap_ev="7.445 / 7.134" charge=0 lumo_energy_ev="0.304 / 0.312"
C -1.7743 0.0360 -0.2469 -0.154
C -0.5045 0.5640 0.3758 -0.104
C 1.7361 -0.1495 -0.4114 0.464
O -1.2429 -0.4959 0.9936 -0.526
O 1.6818 -1.5140 -0.2327 -0.648
O 2.4301 0.6337 0.4232 -0.670
H -2.7090 0.5763 -0.1203 0.169
H -1.8107 -0.6182 -1.1252 0.176
H -0.3516 1.4587 0.8931 0.155
H 1.4486 0.3602 -1.2225 0.187
H 1.8897 -1.6309 0.6599 0.470
H 2.8152 0.1563 1.1802 0.480

---

Relative energy table, unit hartree: model one 0.1303; model two 0.0000

---

Model one:
12
Properties=species:S:1:pos:R:3:nbo_charge:R:1 method="wB97M-V/def2-TZVPD" homo_lumo_gap_ev=9.455 smiles="CC(=O)C=O.O" charge=0 lumo_energy_ev=-0.317
C 0.6485 0.2132 -1.2966 -0.730
C -0.1102 0.7155 -0.0984 0.498
O -1.2016 1.2333 -0.1376 -0.505
C 0.6093 0.5592 1.2567 0.339
O 0.0633 0.8205 2.2958 -0.457
H -0.0024 0.2024 -2.1727 0.240
H 1.0353 -0.7927 -1.1008 0.243
H 1.5027 0.8725 -1.4927 0.239
H 1.6604 0.2018 1.2125 0.115
O -1.0941 -1.7198 0.5089 -0.941
H -1.5789 -1.9234 -0.3032 0.474
H -1.6614 -1.0718 0.9499 0.484

---

Model two:
12
Properties=species:S:1:pos:R:3:nbo_charge:R:1 method="wB97M-V/def2-TZVPD" homo_lumo_gap_ev=6.801 charge=0 lumo_energy_ev=-0.749
C -0.8871 -0.4881 1.2612 0.376
C -0.1514 0.0467 -1.1639 0.697
C 1.0859 -0.1287 -0.5165 -0.916
O -1.1806 -0.6311 -0.9069 -0.691
O -0.3689 1.1760 -1.9065 -0.687
O -0.4591 0.5096 1.9917 -0.583
H 0.4852 1.5445 -2.1630 0.480
H 0.5114 0.4595 2.0590 0.516
H -1.9559 -0.4455 1.1092 0.213
H -0.3591 -1.4292 1.2824 0.203
H 1.9113 0.5337 -0.7558 0.191
H 1.3683 -1.1474 -0.2909 0.201

---

Model three:
12
Properties=species:S:1:pos:R:3:nbo_charge:R:1 method="wB97M-V/def2-TZVPD" homo_lumo_gap_ev=11.145 smiles=CCC1(O)OO1 charge=0 lumo_energy_ev=0.876
C 1.4417 -0.2438 0.4061 -0.614
C 0.3560 -0.3511 -0.6377 -0.437
C -0.9576 0.0961 -0.0965 0.691
O -0.9651 1.4587 -0.0046 -0.685
O -1.6449 -0.6124 0.8462 -0.276
O -2.1085 -0.5376 -0.4595 -0.261
H 1.5708 0.8462 0.5462 0.223
H 2.3909 -0.6978 0.0778 0.219
H 0.9031 -0.8025 1.1211 0.216
H 0.2333 -1.2847 -1.0203 0.220
H 0.4370 0.5000 -1.3904 0.217
H -1.6567 1.6288 0.6117 0.487

---

Model four:
12
Properties=species:S:1:pos:R:3:nbo_charge:R:1 method="wB97M-V/def2-TZVPD" homo_lumo_gap_ev=10.949 smiles="O=C[C@H]1CO1.O" charge=0 lumo_energy_ev=0.422
O 1.8679 1.0107 0.3845 -0.524
C 0.8233 0.6875 0.9053 0.426
C -0.1011 -0.3078 0.2813 -0.097
C -1.3350 -0.7694 0.9208 -0.095
O -1.3535 0.3620 0.0721 -0.475
H 0.4379 1.2195 1.7988 0.126
H 0.2668 -0.8125 -0.6088 0.242
H -1.8219 -1.6339 0.4740 0.199
H -1.5444 -0.6097 1.9840 0.191
O 1.0030 0.0096 -2.3508 -0.944
H 0.1882 0.5228 -2.2374 0.468
H 1.5688 0.3212 -1.6239 0.483

---

Relative energy table, unit hartree: model one 0.0000; model two 0.1022; model three 0.1103; model four 0.0399

---

Model one:
12
Properties=species:S:1:pos:R:3:nbo_charge:R:1 method="wB97M-V/def2-TZVPD" homo_lumo_gap_ev=10.078 smiles="C=CO.O=CO" charge=0 lumo_energy_ev=0.617
C 2.7726 0.2406 1.2746 -0.494
C 1.6991 -0.6479 1.1338 0.125
O 0.4686 0.0039 0.8967 -0.740
H 3.5165 0.0292 1.9607 0.204
H 2.7445 1.2726 0.7016 0.214
H 1.6228 -1.7363 1.4587 0.202
H 0.4514 0.8472 1.4114 0.510
O -2.3018 0.5208 -0.3116 -0.600
C -1.9828 0.0114 -1.3862 0.634
O -0.6992 -0.1942 -1.6801 -0.694
H -2.6715 -0.4581 -2.1293 0.122
H -0.3382 -0.2225 -0.7765 0.516

---

Model two:
12
Properties=species:S:1:pos:R:3:nbo_charge:R:1 method="wB97M-V/def2-TZVPD" homo_lumo_gap_ev=11.175 smiles="O=C(O)CCO" charge=0 lumo_energy_ev=0.722
O -2.0445 0.5343 0.3427 -0.596
C -1.2381 0.3469 -0.5278 0.787
O -1.3057 0.9528 -1.7234 -0.679
C -0.0619 -0.5465 -0.3789 -0.536
C 0.7974 -0.0798 0.8218 -0.045
O 1.8442 -0.9943 0.9830 -0.716
H -2.1160 1.4803 -1.7597 0.495
H 0.6085 -0.5547 -1.2322 0.230
H -0.3871 -1.5417 -0.0795 0.245
H 0.1901 -0.0603 1.7288 0.176
H 1.0691 0.9694 0.6374 0.161
H 2.6441 -0.5063 1.1877 0.476

---

Relative energy table, unit hartree: model one 0.0777; model two 0.0000

---

Model one:
12
Properties=species:S:1:pos:R:3:nbo_charge:R:1 method="wB97M-V/def2-TZVPD" homo_lumo_gap_ev=11.106 smiles="O=C[C@H](O)CO" charge=0 lumo_energy_ev=0.637
O 2.1930 1.0321 0.2791 -0.534
C 1.2133 0.5346 0.7878 0.424
C 0.3385 -0.3946 -0.0259 -0.037
O 0.6592 -0.2261 -1.3749 -0.716
C -1.1783 -0.3542 0.1761 -0.071
O -1.7989 0.7681 -0.3916 -0.707
H 1.0069 0.6420 1.8672 0.129
H 0.6679 -1.3795 0.3632 0.183
H 1.5009 0.2706 -1.3511 0.494
H -1.5850 -1.2901 -0.2384 0.172
H -1.4111 -0.3443 1.2472 0.184
H -1.6063 0.7413 -1.3386 0.480

---

Model two:
12
Properties=species:S:1:pos:R:3:nbo_charge:R:1 method="wB97M-V/def2-TZVPD" homo_lumo_gap_ev=10.829 smiles="C=CC(O)(O)O" charge=0 lumo_energy_ev=0.705
C -0.1652 1.4542 1.2200 -0.356
C 0.0422 0.1783 0.9683 -0.242
C -0.0402 -0.4213 -0.4166 0.696
O 1.2418 -0.7373 -0.9125 -0.736
O -0.5952 0.4511 -1.3330 -0.714
O -0.8012 -1.5864 -0.3012 -0.722
H -0.4230 2.1383 0.4302 0.212
H -0.0925 1.8518 2.2174 0.199
H 0.2851 -0.5422 1.7348 0.206
H 1.7018 -1.3070 -0.2873 0.484
H -0.0716 0.3971 -2.1422 0.491
H -1.0819 -1.8764 -1.1780 0.481

---

Relative energy table, unit hartree: model one 0.0087; model two 0.0000

---

Model one:
16
Properties=species:S:1:pos:R:3:nbo_charge:R:1 method="wB97M-V/def2-TZVPD" homo_lumo_gap_ev=8.119 charge=0 lumo_energy_ev=0.125
C 0.5975 1.7247 0.2862 -0.278
O 0.8539 0.6638 -0.5833 -0.537
C 0.5088 -0.4969 -0.0456 0.389
C -0.8650 -0.9742 -0.1291 -0.073
N -1.8362 0.0739 -0.0317 -0.198
N -3.1368 -0.3294 0.0871 -0.631
N 1.5157 -1.3516 0.2611 -0.266
N 2.7081 -0.5712 0.0538 -0.691
H 1.3381 2.6761 0.0318 0.197
H 0.7211 1.2495 1.3836 0.203
H -0.4919 2.2916 0.1249 0.203
H -0.8143 -2.2392 -0.3584 0.227
H -3.7552 0.0593 -0.5154 0.361
H -3.4835 -1.3033 0.3239 0.352
H 3.6163 -1.3347 0.2297 0.369
H 2.5234 -0.1384 -1.1187 0.373

---

Model two:
16
Properties=species:S:1:pos:R:3:nbo_charge:R:1 method="wB97M-V/def2-TZVPD" homo_lumo_gap_ev=8.314 charge=0 lumo_energy_ev=-0.153
C -0.5046 0.1589 0.0495 0.509
C 1.4833 -1.4674 -0.4276 -0.320
C 1.7444 -0.5571 0.8885 -0.257
H -3.2705 -1.6959 -0.6004 0.344
H -2.7753 0.8070 -0.4399 0.278
H -1.4207 2.0925 0.4453 0.378
H 1.1537 2.2898 -1.0319 0.457
H 2.4416 -1.2962 -1.2621 0.218
H 0.4974 -2.2090 -0.6899 0.273
H 2.6482 0.0786 0.8630 0.218
H 1.2343 -0.8161 1.9244 0.228
N -2.8316 -0.4997 0.2425 -0.596
N -1.3511 -0.7373 0.2619 -0.409
N -0.5664 1.5444 -0.0697 -0.344
N 0.9767 -0.0037 -0.2523 -0.470
O 0.5408 2.3112 0.0985 -0.507

---

Relative energy table, unit hartree: model one 0.0000; model two 0.1892

---

Model one:
10
Properties=species:S:1:pos:R:3:nbo_charge:R:1 method="wB97M-V/def2-TZVPD" homo_lumo_gap_ev="7.181 / 7.171" charge=+1 lumo_energy_ev="-7.745 / -7.751"
C 0.1869 -0.2031 1.8487 -0.032
N 0.2409 0.7750 -1.2403 0.130
N 0.1879 -0.2851 -0.5085 0.088
O -0.2863 0.8411 -2.3722 -0.367
O -0.5638 -1.2522 -1.0274 -0.489
H -0.6018 -0.8728 2.2208 0.236
H -0.0387 0.9422 1.9193 0.244
H 1.2081 -0.5729 1.9991 0.233
H 0.6894 1.6733 -0.9256 0.423
H -1.0227 -1.0455 -1.9139 0.534

---

Model two:
10
Properties=species:S:1:pos:R:3:nbo_charge:R:1 method="wB97M-V/def2-TZVPD" homo_lumo_gap_ev="7.617 / 7.619" charge=+1 lumo_energy_ev="-7.375 / -7.374"
C 0.6751 -1.6305 0.5470 0.039
N 0.0741 1.5002 0.0322 0.172
N -0.1601 0.2953 -0.3419 0.055
O -0.4998 2.5501 -0.2037 -0.333
O -1.2932 0.0067 -0.9894 -0.509
H 1.1296 -1.9857 -0.3491 0.227
H -0.3112 -1.8776 0.7881 0.221
H 1.3092 -1.1869 1.2761 0.209
H 0.9050 1.6049 0.6199 0.390
H -1.8285 0.7235 -1.3791 0.529

---

Relative energy table, unit hartree: model one 0.0118; model two 0.0000